Molecular formula: C17H30NO3S
Method: DFT, ωB97M-V with the def2-TZVPD basis set

The geometry in XYZ format:
```
52
Properties=species:S:1:pos:R:3
C -1.214 -0.001 3.866
O -1.203 0.718 2.650
C -2.527 1.097 2.262
C -2.525 1.634 0.842
C -2.480 0.632 -0.330
C -3.129 -0.741 -0.091
C -2.181 -1.739 0.584
C -1.171 -2.331 -0.413
C 0.227 -2.626 0.140
C 0.826 -1.415 0.853
C 2.302 -1.568 1.218
C 2.804 -0.437 2.113
N 3.019 0.846 1.315
S 1.622 1.944 1.147
H -1.825 0.507 4.622
H -1.602 -1.018 3.721
H -0.188 -0.061 4.240
H -2.881 1.874 2.953
H -3.194 0.230 2.370
H -3.409 2.271 0.733
H -1.663 2.314 0.774
H -1.442 0.488 -0.659
H -2.985 1.108 -1.177
H -3.445 -1.153 -1.057
H -4.047 -0.626 0.496
H -1.665 -1.207 1.389
H -2.748 -2.546 1.058
H -1.051 -1.653 -1.268
H -1.591 -3.257 -0.820
H 0.876 -2.887 -0.705
H 0.224 -3.497 0.808
H 0.689 -0.540 0.205
H 0.271 -1.193 1.771
H 2.927 -1.621 0.315
H 2.462 -2.507 1.757
H 3.758 -0.652 2.598
H 2.066 -0.193 2.881
H 3.231 0.572 0.351
H 3.825 1.362 1.667
H 1.229 1.857 2.429
C 2.123 2.207 -3.023
C 1.299 1.277 -2.551
C 0.604 0.324 -3.455
O -0.116 -0.539 -2.999
C 0.838 0.468 -4.911
C 1.660 1.399 -5.388
C 2.376 2.337 -4.486
O 3.137 3.176 -4.907
H 2.639 2.922 -2.393
H 1.083 1.156 -1.496
H 0.311 -0.230 -5.549
H 1.854 1.520 -6.446
```

Properties
Energy relative to the best compared isomer or geometry (same formula, charge and spin), kcal per mole: 77.9
HOMO-LUMO gap, eV: 8.73
Molar mass, u: 328.50
E_HOMO, eV: -12.70
Multiplicity: 1
Charge: +1